Entry from the Open Molecules 2025 dataset: a structure of composition C18H30FN2PdSi2Te (wB97M-V/def2-TZVPD).

Last column: Mulliken charge in e.
Atoms and positions in Å:
C  2.305  -0.202  1.448  0.9558
H  3.628  -0.200  -2.129  0.3846
H  -4.218  4.132  -1.019  0.3067
C  1.842  -0.526  5.186  -0.3606
Si  -3.432  -2.970  0.827  0.1311
H  5.117  0.521  -0.257  0.4320
H  -4.038  -1.967  -1.327  0.3417
H  1.279  -0.834  -1.591  0.4161
C  2.451  -0.532  3.940  -0.7006
H  -5.774  2.432  2.472  0.3362
H  -1.404  -2.271  -0.410  0.2391
H  -6.099  2.217  -2.357  0.3340
C  4.098  0.200  -0.062  -0.3624
H  -3.402  3.580  0.454  0.2998
H  -7.251  1.312  -1.342  0.3068
H  -1.022  -2.673  1.324  0.2291
H  -4.863  -0.144  -0.343  0.0610
H  -1.235  0.308  4.149  0.3823
H  -4.853  4.598  0.577  0.3280
C  3.604  0.198  1.237  -0.8404
C  -4.386  3.780  0.008  -0.9842
C  -6.629  2.215  -1.394  -1.0242
F  -0.781  0.487  -1.023  -0.7129
N  0.388  0.046  2.907  -0.1499
Si  -5.454  2.271  0.021  0.2456
H  -7.300  3.090  -1.373  0.3215
H  -4.297  -3.723  -1.327  0.3595
H  3.500  -0.784  3.829  0.4026
C  1.699  -0.230  2.822  0.7561
C  -1.622  -2.924  0.441  -0.8436
C  -4.396  -2.808  -0.724  -1.0161
C  -4.303  0.775  -0.155  -0.5791
H  4.213  0.531  2.069  0.4151
H  -3.577  0.920  -0.959  0.5223
H  -6.738  1.101  1.785  0.3283
H  2.413  -0.768  6.075  0.4435
H  -4.877  -4.556  2.054  0.3201
H  -3.195  -4.602  2.639  0.3134
H  -1.265  -3.917  0.143  0.4850
H  -0.012  -0.180  6.237  0.3910
N  1.510  -0.570  0.439  -0.2512
Te  -3.158  0.407  1.597  0.4076
C  -6.382  2.130  1.613  -1.0139
C  -3.838  -1.576  2.019  -0.8811
C  -3.823  -4.523  1.740  -1.0075
H  -4.927  -1.497  2.132  0.4359
H  -3.631  -5.409  1.111  0.3136
H  -3.426  -1.808  3.011  0.4596
H  -5.465  -2.664  -0.512  0.3310
H  -7.268  2.785  1.583  0.3445
C  -0.190  0.058  4.116  -0.1931
Pd  -0.694  -0.147  0.849  0.4776
C  1.979  -0.561  -0.812  0.0753
C  0.499  -0.212  5.281  -0.8839
C  3.279  -0.194  -1.102  -0.8287

Properties
- LUMO energy (alpha / beta) (eV) = -3.10 / -4.93
- DFT total energy (eV) = -51374.274
- 2S+1 = 3
- net charge = +1
- expectation value of S² = 2.01